DFT (ωB97M-V with the def2-TZVPD basis set) results for a molecular structure, C31H41AsNOPPbSi.

Gap between HOMO and LUMO (alpha / beta) in eV: 4.848 / 4.849
Energy in Ha: -4395.12773
Net charge: 0

Last column: Mulliken charge in e.
Atoms and positions in Å:
Pb 0.55888 -1.83360 -0.54414  0.747
Si 0.77434 1.30491 -1.92316  2.262
P 1.22091 -1.25702 -3.59653  0.677
N 2.34249 -0.52942 -0.35024  -0.480
H -2.56268 -0.54847 -3.43064  0.160
C 0.74191 -2.86529 -4.34541  -1.329
H 1.25621 -2.99450 -5.31961  0.415
H -0.33943 -2.88478 -4.50414  0.337
H 1.01112 -3.70054 -3.69014  0.348
C 0.95343 -0.17083 -5.05763  -1.293
H 1.30346 -0.67563 -5.97368  0.426
H 1.47871 0.78824 -4.95617  0.325
H -0.12079 0.03595 -5.15874  0.305
C 3.04989 -1.44707 -3.67585  -1.165
H 3.32940 -1.90058 -4.64281  0.448
H 3.39360 -2.09580 -2.85632  0.285
H 3.54082 -0.47237 -3.56697  0.270
C 0.34102 2.89639 -2.85300  -1.404
H -0.53640 3.35388 -2.38328  0.297
H 0.14382 2.70897 -3.91381  0.345
H 1.18815 3.59516 -2.77429  0.399
H 0.96266 1.85074 -0.50869  -0.394
H 2.22797 1.27004 -2.36492  -0.396
C 3.35863 -0.98423 0.36744  0.578
C 4.38963 -2.60946 1.85988  -0.786
C 3.33131 -2.24487 1.05112  -0.245
C 4.51312 -0.15026 0.48541  -0.673
C 5.56318 -0.54875 1.28409  -0.392
C 5.50904 -1.76767 1.97664  -0.649
H 4.33143 -3.55272 2.40482  0.350
H 2.45470 -2.90262 0.94956  0.217
H 4.52596 0.79443 -0.04578  0.378
H 6.43774 0.08381 1.38831  0.372
H 6.32697 -2.08626 2.62000  0.338
C -2.53453 0.24665 -2.67840  0.542
O -1.23743 0.36581 -2.01709  -0.593
C -3.58587 -0.05347 -1.60701  -0.626
H -4.62225 -0.16345 -1.98825  0.451
H -3.60751 0.83337 -0.95539  0.016
H -3.29532 -0.90535 -0.95699  -0.110
C -2.96782 1.39181 -3.63911  -1.307
H -3.61545 1.01402 -4.48314  0.366
H -2.05253 1.85905 -4.02230  0.224
H -3.54917 2.14021 -3.08399  0.298
C -2.73004 -3.45605 3.80259  -0.497
C -2.97838 -3.28623 2.43585  -0.743
C -2.41393 -2.20984 1.74944  0.151
C -1.60670 -1.28510 2.44151  0.119
C -1.39081 -1.43054 3.81559  -0.090
C -1.93579 -2.53103 4.49355  -0.751
As -0.76128 0.11680 1.35061  0.880
C -2.24996 1.41133 1.27572  0.069
C -2.06628 2.56733 0.50247  0.030
C -3.14317 3.43315 0.27695  -0.769
C -4.38296 3.16477 0.87102  -0.568
C -4.53748 2.06591 1.71527  -0.706
C -3.46046 1.20095 1.94971  -0.336
C 0.48683 0.83575 2.69776  0.195
C 0.42403 2.17154 3.13311  -0.304
C 1.43712 2.66392 3.96771  -0.603
C 2.49239 1.84967 4.37016  -0.568
C 2.53636 0.50294 3.96288  -0.752
C 1.50317 -0.00152 3.16130  -0.395
H -3.15844 -4.30592 4.33040  0.368
H -3.61435 -3.99403 1.90022  0.417
H -2.59755 -2.08976 0.67420  -0.085
H -0.80341 -0.69297 4.36811  0.442
H -1.74446 -2.66426 5.55629  0.401
H -1.07979 2.80949 0.09762  0.308
H -3.00062 4.32221 -0.34331  0.404
H -5.22163 3.84454 0.69053  0.363
H -5.49187 1.88780 2.21237  0.396
H -3.55944 0.39055 2.66879  0.387
H -0.41145 2.80218 2.83958  0.365
H 1.39731 3.70160 4.30921  0.383
H 3.28614 2.23673 5.01179  0.371
H 3.34768 -0.14754 4.27299  0.391
H 1.49593 -1.07276 2.91840  0.392

DFT (ωB97M-V with the def2-TZVPD basis set) results for 2 unconnected molecules or ions with the total composition C5H14NO.

Gap between HOMO and LUMO in eV: 10.334
Energy in Ha: -328.62614
Net charge: +1
Energy relative to the best compared isomer or geometry (same formula, charge and spin) in eV: 1.6353

Last column: Mulliken charge in e.
Atoms and positions in Å:
C -0.25391 -1.39729 2.46953  -1.132
C -1.19431 -0.63686 1.56562  -0.357
C -0.82157 -0.70379 0.08857  -0.488
C 0.61714 -0.35208 -0.28548  -0.704
C 1.80120 1.82148 -0.36282  -0.152
N 1.18000 0.92447 0.27839  0.064
H -0.48571 -1.36796 3.53494  0.348
H -0.21338 -2.46946 2.27161  0.317
H 0.77278 -1.00330 2.43679  0.267
H -2.17820 -1.09754 1.61727  0.327
H -1.13554 0.42027 1.85468  0.263
H -0.82350 -1.77855 -0.15008  0.299
H -1.47635 -0.25526 -0.65418  0.383
H 1.30668 -1.09064 0.12291  0.314
H 0.74068 -0.20885 -1.35608  0.391
H 2.18217 2.74773 0.04724  0.282
H 1.87973 1.68956 -1.43679  0.285
H 0.94549 1.16679 1.24555  0.291
H -1.66083 1.07631 -3.45940  0.304
H -1.16856 -0.35944 -3.66663  0.316
O -1.00085 0.46055 -3.18626  -0.618

DFT (ωB97M-V with the def2-TZVPD basis set) results for 2 unconnected molecules or ions with the total composition C3H9OS.

Gap between HOMO and LUMO in eV: 6.380
Energy in Ha: -593.11831
Net charge: -1
Energy relative to the best compared isomer or geometry (same formula, charge and spin) in eV: 1.4852

Last column: Mulliken charge in e.
Atoms and positions in Å:
C -0.51743 -0.54267 2.46697  -0.934
C -0.78429 -0.14153 0.98495  -0.242
C 0.45589 0.21888 0.19625  -0.805
S 0.30839 0.13317 -1.52466  -0.646
H -1.51303 -0.65715 2.88699  0.290
H 0.10484 0.48035 2.68147  0.180
H 0.15259 -1.34339 2.81081  0.290
H -1.42794 -0.95274 0.46665  0.281
H -1.45436 0.79742 0.82951  0.180
H 1.28771 -0.39284 0.64396  0.199
H 0.89020 1.17571 0.44318  0.270
H 1.11179 -0.07390 -3.68118  0.283
H 0.30084 0.91883 -4.63263  0.289
O 1.08479 0.37985 -4.57225  -0.635

DFT (ωB97M-V with the def2-TZVPD basis set) results for C7H11OP in the gas phase.

Gap between HOMO and LUMO (alpha / beta) in eV: 7.736 / 7.877
Energy in Ha: -689.77081
Net charge: 0
Energy relative to the best compared isomer or geometry (same formula, charge and spin) in eV: 3.0416

Last column: Mulliken charge in e.
Atoms and positions in Å:
C -2.18583 0.32236 1.06777  -0.207
C -1.13401 1.01697 1.02004  -0.574
C 2.33806 0.78761 0.06474  0.116
C 1.18266 0.22717 -0.27649  -0.473
C -2.92835 -0.33377 -0.07608  -0.166
C -2.46938 -0.14504 -1.42803  -0.892
C 3.59578 -0.01380 0.45242  -1.007
O 0.10357 2.77024 -0.60972  -0.630
P -0.21868 1.34790 -0.48032  0.387
H -2.59865 0.15917 2.06823  0.312
H -0.68128 1.35416 1.89144  0.451
H 2.40844 1.91366 0.26589  0.282
H 1.24110 -0.83858 -0.35449  0.281
H -2.91031 -1.34482 0.21614  0.307
H -4.00249 -0.17426 0.22055  0.353
H -1.79936 -0.93263 -1.93255  0.295
H -2.91894 0.58906 -2.15264  0.289
H 3.23724 -1.09340 0.36492  0.264
H 3.97228 0.22671 1.43363  0.329
H 4.23339 0.05092 -0.48693  0.284